Density functional theory data (ωB97M-V with the def2-TZVPD basis set) for CHN3O2S in the gas phase.

Geometry as XYZ:
```
8
CHN3O2S ωB97M-V with the def2-TZVPD basis set
C -0.494 1.154 0.098
N 0.282 -0.927 0.757
N 0.768 1.135 0.222
N 1.269 -0.134 0.638
O -1.209 0.493 -0.739
O 0.719 -1.501 -1.537
S -0.195 -1.739 -0.342
H -1.139 1.519 0.903
```

HOMO-LUMO gap (spin up / spin down): 9.17 / 9.17 eV
energy relative to the best compared isomer or geometry (same formula, charge and spin): 5.580 eV


Density functional theory data (ωB97M-V with the def2-TZVPD basis set) for C2H3Cl2FO in the gas phase.

Geometry as XYZ:
```
9
C2H3Cl2FO ωB97M-V with the def2-TZVPD basis set
O -2.240 -0.559 -0.260
C -1.004 -0.931 -0.606
C 0.091 -0.093 0.073
F -0.032 -0.580 1.354
Cl 1.783 -0.523 -0.275
Cl -0.150 1.665 -0.049
H -2.305 -0.837 0.686
H -0.868 -0.769 -1.665
H -0.901 -1.975 -0.413
```

structure (SMILES): OCC(F)(Cl)Cl
HOMO-LUMO gap: 11.81 eV
energy relative to the best compared isomer or geometry (same formula, charge and spin): 0.410 eV


Density functional theory data (ωB97M-V with the def2-TZVPD basis set) for 2 unconnected molecules or ions with the total composition C6H13N4.

Geometry as XYZ:
```
23
C6H13N4 ωB97M-V with the def2-TZVPD basis set
C -1.250 2.573 -1.757
C -0.404 1.486 -1.886
C 0.859 -2.624 1.725
C -0.422 -0.796 2.563
C 1.438 -0.214 1.036
C 0.396 -1.252 1.271
N -1.920 2.666 -2.869
N -0.569 0.964 -3.029
N -1.492 1.749 -3.695
N 1.221 0.747 0.246
H -1.427 3.228 -1.003
H 0.084 -3.467 1.796
H 1.410 -2.443 2.625
H 1.623 -2.865 1.048
H -1.318 -1.223 2.492
H 0.134 -1.086 3.467
H -0.584 0.207 2.795
H 2.404 -0.359 1.714
H -0.491 -1.249 0.497
H -1.797 1.637 -4.660
H 2.083 1.282 0.231
H -0.279 0.101 -3.460
H 0.300 0.938 -1.148
```

charge: +1
HOMO-LUMO gap: 9.82 eV
energy relative to the best compared isomer or geometry (same formula, charge and spin): 3.670 eV


> energy relative to the best compared isomer or geometry (same formula, charge and spin) of number 3 (C6H13N4)?

3.670 eV